Record 1
{
  "formula": "C43H115N11O13",
  "method": "wB97M-V/def2-TZVPD",
  "elements": ["C", "O", "N", "N", "H", "H", "H", "H", "C", "O", "C", "C", "N", "C", "C", "O", "C", "H", "H", "H", "H", "H", "H", "H", "H", "H", "H", "H", "H", "H", "H", "H", "C", "O", "C", "C", "N", "C", "C", "O", "C", "H", "H", "H", "H", "H", "H", "H", "H", "H", "H", "H", "H", "H", "H", "H", "C", "O", "C", "C", "N", "C", "C", "O", "C", "H", "H", "H", "H", "H", "H", "H", "H", "H", "H", "H", "H", "H", "H", "H", "C", "C", "C", "O", "C", "N", "H", "H", "H", "H", "H", "H", "H", "H", "H", "H", "H", "C", "C", "C", "O", "C", "N", "H", "H", "H", "H", "H", "H", "H", "H", "H", "H", "H", "C", "C", "C", "O", "C", "N", "H", "H", "H", "H", "H", "H", "H", "H", "H", "H", "H", "C", "C", "C", "O", "C", "N", "H", "H", "H", "H", "H", "H", "H", "H", "H", "H", "H", "C", "C", "C", "O", "C", "N", "H", "H", "H", "H", "H", "H", "H", "H", "H", "H", "H", "C", "C", "C", "O", "C", "N", "H", "H", "H", "H", "H", "H", "H", "H", "H", "H", "H"],
  "positions_angstrom": [[14.64, 20.90, 7.16], [14.79, 21.01, 5.99], [15.32, 21.68, 7.96], [13.95, 20.00, 7.76], [15.75, 22.51, 7.58], [15.23, 21.66, 8.97], [14.13, 19.92, 8.75], [13.58, 19.21, 7.24], [15.51, 26.90, 4.14], [16.43, 25.86, 4.35], [15.75, 24.62, 4.56], [16.73, 23.76, 5.26], [16.87, 24.15, 6.65], [17.92, 23.40, 7.34], [18.25, 23.97, 8.71], [19.00, 25.24, 8.74], [19.02, 26.00, 9.92], [16.06, 27.73, 3.70], [15.00, 27.19, 5.06], [14.77, 26.70, 3.37], [15.41, 24.29, 3.58], [14.90, 24.74, 5.24], [17.63, 23.85, 4.65], [16.37, 22.73, 5.17], [17.13, 25.12, 6.62], [18.88, 23.44, 6.84], [17.55, 22.38, 7.38], [18.80, 23.23, 9.29], [17.34, 24.04, 9.30], [19.49, 25.54, 10.79], [18.07, 26.43, 10.21], [19.65, 26.88, 9.78], [8.51, 14.41, 21.22], [9.14, 14.33, 19.99], [8.30, 14.44, 18.87], [7.81, 15.82, 18.50], [8.87, 16.80, 18.26], [8.28, 18.12, 18.18], [9.36, 19.18, 17.79], [9.68, 19.25, 16.40], [11.10, 19.37, 16.19], [9.24, 14.53, 22.01], [7.93, 13.54, 21.50], [7.89, 15.30, 21.29], [7.49, 13.71, 18.86], [8.88, 14.10, 18.01], [7.16, 16.16, 19.31], [7.13, 15.71, 17.66], [9.26, 16.49, 17.38], [8.00, 18.43, 19.18], [7.33, 18.15, 17.65], [10.16, 19.07, 18.52], [8.95, 20.15, 18.05], [11.40, 19.36, 15.14], [11.67, 18.52, 16.58], [11.52, 20.31, 16.56], [17.46, 13.43, 11.17], [16.33, 14.18, 10.93], [16.57, 15.46, 10.34], [15.26, 15.96, 9.57], [14.10, 15.99, 10.46], [13.98, 17.24, 11.16], [12.84, 17.28, 12.22], [13.09, 16.30, 13.26], [12.35, 16.50, 14.47], [17.21, 12.54, 11.74], [18.18, 14.01, 11.75], [18.06, 13.20, 10.29], [17.46, 15.48, 9.72], [16.81, 16.18, 11.12], [15.04, 15.22, 8.80], [15.47, 16.87, 9.00], [14.43, 15.34, 11.16], [13.83, 17.92, 10.33], [14.92, 17.49, 11.65], [11.86, 17.07, 11.79], [12.89, 18.27, 12.68], [11.30, 16.65, 14.21], [12.61, 17.45, 14.93], [12.43, 15.73, 15.24], [17.25, 24.37, 13.12], [15.81, 24.92, 13.06], [15.60, 26.07, 12.03], [16.36, 27.25, 12.35], [16.25, 28.29, 11.37], [15.01, 23.78, 12.57], [17.52, 24.19, 12.08], [17.40, 23.52, 13.79], [17.87, 25.16, 13.53], [15.34, 25.27, 13.97], [14.54, 26.25, 11.86], [16.01, 25.66, 11.11], [15.39, 28.93, 11.54], [16.30, 27.92, 10.34], [17.01, 29.06, 11.55], [14.89, 23.05, 13.26], [14.07, 23.95, 12.24], [12.59, 14.68, 18.15], [13.57, 15.51, 19.09], [13.49, 17.02, 18.78], [14.14, 17.33, 17.50], [15.57, 17.19, 17.53], [13.04, 15.28, 20.42], [12.40, 13.69, 18.57], [13.02, 14.65, 17.15], [11.65, 15.23, 18.05], [14.59, 15.14, 19.17], [13.91, 17.56, 19.63], [12.47, 17.40, 18.73], [15.77, 16.13, 17.70], [15.94, 17.77, 18.37], [16.02, 17.54, 16.60], [13.66, 15.52, 21.19], [12.19, 15.80, 20.56], [19.44, 21.49, 15.96], [18.16, 21.66, 16.85], [17.19, 22.82, 16.41], [16.27, 22.80, 17.47], [15.50, 23.99, 17.29], [17.54, 20.35, 16.74], [20.06, 20.67, 16.32], [19.96, 22.45, 15.98], [19.29, 21.26, 14.91], [18.42, 21.87, 17.89], [16.71, 22.69, 15.44], [17.76, 23.75, 16.36], [16.11, 24.86, 17.04], [14.84, 24.25, 18.11], [14.80, 23.77, 16.48], [16.73, 20.26, 17.34], [18.31, 19.77, 17.05], [19.63, 17.75, 12.81], [20.30, 16.84, 11.80], [21.03, 17.64, 10.72], [20.12, 18.46, 9.99], [20.70, 19.60, 9.31], [21.00, 15.82, 12.50], [18.87, 18.37, 12.33], [20.34, 18.54, 13.07], [19.14, 17.32, 13.69], [19.48, 16.35, 11.28], [21.56, 17.00, 10.01], [21.76, 18.30, 11.20], [21.62, 19.48, 8.73], [20.81, 20.48, 9.95], [19.87, 19.82, 8.64], [21.74, 16.22, 13.06], [21.42, 15.30, 11.74], [17.83, 21.00, 11.04], [16.50, 20.40, 11.51], [16.26, 20.43, 13.03], [14.92, 20.04, 13.32], [14.61, 19.81, 14.67], [15.40, 21.17, 10.87], [18.63, 20.36, 11.42], [18.10, 21.94, 11.54], [17.92, 21.11, 9.96], [16.48, 19.40, 11.07], [16.41, 21.43, 13.45], [17.08, 19.82, 13.40], [13.54, 19.61, 14.60], [14.84, 20.70, 15.26], [15.21, 18.96, 15.01], [14.63, 20.71, 11.35], [15.36, 22.00, 11.45], [12.24, 24.61, 9.96], [11.50, 23.49, 10.73], [11.77, 22.16, 9.97], [11.08, 21.11, 10.56], [11.27, 19.80, 9.96], [12.08, 23.52, 12.04], [13.31, 24.50, 9.79], [11.99, 25.55, 10.44], [11.83, 24.75, 8.97], [10.45, 23.75, 10.79], [12.80, 21.79, 9.90], [11.50, 22.27, 8.92], [10.62, 19.13, 10.52], [12.28, 19.38, 10.03], [10.96, 19.77, 8.92], [11.58, 24.17, 12.62], [11.72, 22.66, 12.44]],
  "mulliken_charge": [0.469, -0.738, 0.141, 0.001, 0.278, -0.125, -0.273, 0.289, -0.755, -0.315, -0.763, -0.567, -0.349, -1.181, -0.149, -0.470, -0.544, 0.267, 0.290, 0.310, 0.475, 0.350, 0.319, 0.389, 0.357, 0.527, 0.515, 0.440, 0.030, 0.287, 0.093, 0.386, -0.782, -0.224, -0.741, -0.802, 0.020, -0.757, -0.681, -0.403, -0.017, 0.260, 0.302, 0.304, 0.406, 0.312, 0.496, 0.418, 0.050, 0.389, 0.461, 0.308, 0.403, 0.159, -0.263, 0.385, -0.761, -0.382, -0.475, -0.540, 0.163, 0.280, -0.489, -0.478, -0.044, 0.292, 0.301, 0.327, 0.576, 0.257, 0.369, 0.335, 0.458, -0.206, 0.027, 0.602, 0.260, 0.391, -0.165, 0.026, 0.241, 0.430, -0.429, -0.401, -0.829, 0.050, -0.743, -0.399, 0.665, 0.242, 0.420, -0.132, 0.307, 0.333, 0.280, 0.016, -0.096, -0.819, 0.303, -0.436, -0.034, -0.697, -0.688, 0.477, 0.177, -0.091, 0.460, 0.317, -0.112, 0.318, 0.303, 0.093, 0.249, 0.208, -1.497, 0.072, -0.108, -0.485, -0.781, -0.323, 0.525, 0.408, 0.126, 0.337, -0.033, 0.624, 0.340, 0.341, 0.214, 0.151, 0.228, -1.243, 1.278, -0.851, -0.208, -0.783, -0.681, -0.137, 0.477, 0.519, -0.571, 0.369, 0.373, 0.432, 0.302, 0.171, 0.286, 0.299, -1.214, 1.327, -0.125, 0.276, 0.155, 1.030, -0.065, -0.077, 0.269, -0.461, -0.613, 0.405, -0.756, -0.028, 0.320, -0.041, -0.511, -1.585, 0.522, -0.497, -0.429, -0.294, -0.628, 0.227, 0.417, 0.500, 0.454, -0.147, 0.465, 0.303, -0.260, 0.377, 0.239, 0.179],
  "spin_multiplicity": 2,
  "charge": 1,
  "gap_ev": [8.32, 2.55]
}

=====

Record 2
{
  "formula": "C43H115N9O11",
  "method": "wB97M-V/def2-TZVPD",
  "elements": ["C", "C", "C", "C", "C", "C", "N", "O", "C", "C", "C", "H", "H", "H", "H", "H", "H", "H", "H", "H", "H", "H", "H", "H", "H", "H", "H", "H", "H", "H", "C", "C", "C", "O", "C", "N", "H", "H", "H", "H", "H", "H", "H", "H", "H", "H", "H", "C", "C", "C", "O", "C", "N", "H", "H", "H", "H", "H", "H", "H", "H", "H", "H", "H", "C", "C", "C", "O", "C", "N", "H", "H", "H", "H", "H", "H", "H", "H", "H", "H", "H", "C", "C", "C", "O", "C", "N", "H", "H", "H", "H", "H", "H", "H", "H", "H", "H", "H", "C", "C", "C", "O", "C", "N", "H", "H", "H", "H", "H", "H", "H", "H", "H", "H", "H", "C", "C", "C", "O", "C", "N", "H", "H", "H", "H", "H", "H", "H", "H", "H", "H", "H", "C", "C", "C", "O", "C", "N", "H", "H", "H", "H", "H", "H", "H", "H", "H", "H", "H", "C", "C", "C", "O", "C", "N", "H", "H", "H", "H", "H", "H", "H", "H", "H", "H", "H", "C", "O", "H", "H", "H", "H", "C", "O", "H", "H", "H", "H"],
  "positions_angstrom": [[-4.17, 9.87, -14.41], [-4.63, 8.40, -14.72], [-3.50, 7.38, -14.47], [-3.80, 5.88, -14.33], [-5.00, 5.65, -13.52], [-6.31, 6.59, -13.67], [-5.85, 8.03, -13.89], [-6.88, 8.95, -13.85], [-7.07, 6.00, -14.95], [-7.21, 6.52, -12.44], [-5.10, 8.38, -16.16], [-3.79, 9.94, -13.39], [-4.97, 10.60, -14.61], [-3.28, 10.01, -15.02], [-2.74, 7.56, -15.24], [-2.86, 7.74, -13.66], [-2.93, 5.35, -13.92], [-3.91, 5.56, -15.36], [-4.60, 5.73, -12.51], [-5.34, 4.64, -13.73], [-6.37, 5.80, -15.76], [-7.64, 5.11, -14.67], [-7.82, 6.64, -15.40], [-6.63, 6.84, -11.58], [-8.09, 7.16, -12.48], [-7.52, 5.49, -12.26], [-4.34, 8.93, -16.72], [-6.03, 8.87, -16.44], [-5.05, 7.34, -16.48], [-6.70, 9.46, -13.06], [-2.36, 0.80, -16.86], [-2.36, -0.69, -16.40], [-3.02, -0.87, -14.99], [-4.30, -0.32, -14.91], [-4.91, -0.54, -13.65], [-3.00, -1.51, -17.44], [-3.24, 1.37, -16.59], [-2.34, 0.86, -17.95], [-1.48, 1.19, -16.35], [-1.29, -0.87, -16.35], [-2.28, -0.32, -14.40], [-2.92, -1.91, -14.67], [-5.32, -1.54, -13.49], [-5.72, 0.19, -13.52], [-4.27, -0.34, -12.79], [-4.00, -1.35, -17.50], [-2.60, -1.26, -18.33], [-8.63, 12.73, -9.21], [-9.93, 13.50, -8.78], [-9.51, 14.87, -8.16], [-8.54, 14.57, -7.24], [-7.87, 15.60, -6.68], [-10.72, 13.72, -9.99], [-8.85, 11.76, -9.64], [-7.83, 12.47, -8.52], [-8.11, 13.27, -10.01], [-10.45, 12.95, -7.99], [-10.34, 15.46, -7.78], [-9.00, 15.47, -8.92], [-7.08, 15.14, -6.08], [-8.48, 16.34, -6.15], [-7.29, 16.15, -7.42], [-10.95, 12.76, -10.18], [-11.63, 14.15, -9.90], [-3.27, 15.96, -17.73], [-1.86, 16.22, -18.30], [-1.33, 17.68, -18.37], [-1.62, 18.50, -17.25], [-0.47, 19.00, -16.55], [-1.06, 15.52, -17.38], [-3.45, 16.38, -16.74], [-3.45, 14.88, -17.79], [-4.04, 16.40, -18.36], [-1.74, 15.80, -19.30], [-2.04, 18.14, -19.07], [-0.34, 17.81, -18.80], [-0.75, 19.81, -15.87], [0.36, 19.29, -17.19], [-0.26, 18.18, -15.87], [-1.50, 14.74, -16.90], [-1.11, 16.17, -16.61], [3.93, 2.46, -12.12], [2.94, 2.96, -13.17], [2.18, 4.21, -12.77], [3.10, 5.32, -12.66], [2.38, 6.59, -12.54], [3.61, 2.90, -14.45], [3.37, 1.99, -11.31], [4.61, 3.25, -11.79], [4.60, 1.68, -12.46], [2.13, 2.23, -13.12], [1.41, 4.13, -12.01], [1.61, 4.46, -13.66], [1.81, 6.83, -13.43], [3.11, 7.35, -12.25], [1.69, 6.64, -11.69], [4.00, 3.78, -14.76], [4.33, 2.19, -14.48], [-8.21, 16.17, -19.77], [-8.65, 15.10, -20.86], [-7.71, 13.96, -21.05], [-6.45, 14.39, -21.51], [-5.52, 13.34, -21.45], [-10.04, 14.75, -20.80], [-7.68, 15.68, -18.96], [-9.12, 16.63, -19.39], [-7.54, 16.95, -20.15], [-8.62, 15.67, -21.79], [-8.12, 13.36, -21.87], [-7.66, 13.37, -20.13], [-4.66, 13.53, -22.08], [-5.80, 12.38, -21.89], [-5.17, 13.00, -20.48], [-10.34, 14.24, -21.61], [-10.46, 15.66, -20.93], [-15.62, 1.68, -14.46], [-14.55, 2.78, -14.78], [-14.07, 3.71, -13.60], [-15.10, 4.34, -12.94], [-16.06, 4.90, -13.73], [-13.39, 2.19, -15.42], [-16.61, 2.07, -14.26], [-15.26, 1.08, -13.62], [-15.77, 1.12, -15.39], [-14.97, 3.42, -15.56], [-13.33, 4.44, -13.93], [-13.63, 3.10, -12.81], [-16.55, 5.55, -13.00], [-16.84, 4.27, -14.14], [-15.74, 5.54, -14.56], [-13.65, 1.67, -16.25], [-12.59, 2.76, -15.63], [-12.01, 11.37, -15.74], [-11.98, 9.95, -16.31], [-11.16, 9.94, -17.60], [-11.05, 8.72, -18.34], [-10.32, 8.70, -19.54], [-11.37, 9.03, -15.41], [-12.58, 11.33, -14.82], [-12.20, 12.17, -16.46], [-10.97, 11.58, -15.49], [-13.02, 9.69, -16.49], [-10.21, 10.44, -17.43], [-11.57, 10.67, -18.30], [-10.90, 8.68, -20.47], [-9.52, 7.97, -19.45], [-9.66, 9.56, -19.64], [-11.16, 8.27, -16.03], [-10.43, 9.34, -15.21], [-2.86, 11.56, -8.67], [-1.81, 10.37, -8.95], [-2.53, 9.08, -9.30], [-3.54, 8.93, -8.22], [-3.24, 7.80, -7.38], [-0.91, 10.84, -10.01], [-3.59, 11.74, -9.46], [-2.39, 12.41, -8.17], [-3.60, 11.15, -8.00], [-1.29, 10.22, -8.00], [-1.84, 8.24, -9.31], [-3.02, 9.22, -10.26], [-3.82, 7.89, -6.47], [-2.18, 7.72, -7.14], [-3.46, 6.85, -7.87], [-0.08, 11.17, -9.54], [-1.25, 11.64, -10.52], [-9.10, 3.39, -19.25], [-9.33, 2.81, -17.96], [-8.33, 4.15, -19.12], [-8.89, 2.51, -19.86], [-9.97, 3.92, -19.64], [-8.66, 2.17, -17.73], [-13.11, 8.47, -10.13], [-13.29, 9.62, -10.82], [-13.40, 8.50, -9.07], [-13.47, 7.58, -10.64], [-12.06, 8.19, -10.21], [-12.95, 9.51, -11.71]],
  "mulliken_charge": [-1.783, 1.563, -1.444, -0.621, -1.087, 1.407, 0.594, -0.440, -1.616, -1.908, -1.801, 0.309, 0.419, 0.444, 0.431, 0.467, 0.377, 0.321, 0.352, 0.398, 0.317, 0.455, 0.189, 0.406, 0.397, 0.412, 0.482, 0.264, 0.388, 0.304, -1.209, 0.378, -0.696, -0.255, -0.838, -0.744, 0.241, 0.367, 0.306, 0.310, 0.331, 0.386, 0.324, 0.262, 0.327, 0.247, 0.263, -1.367, 0.490, -0.795, -0.256, -0.814, -0.714, 0.349, 0.352, 0.354, 0.225, 0.412, 0.357, 0.255, 0.293, 0.345, 0.257, 0.258, -1.408, 0.533, -0.803, -0.331, -0.673, -0.748, 0.330, 0.410, 0.327, 0.281, 0.293, 0.480, 0.238, 0.304, 0.277, 0.291, 0.200, -1.352, 0.564, -0.798, -0.352, -0.785, -0.657, 0.321, 0.298, 0.385, 0.158, 0.457, 0.394, 0.302, 0.270, 0.315, 0.240, 0.240, -1.214, 0.430, -0.635, -0.321, -0.848, -0.761, 0.228, 0.412, 0.297, 0.235, 0.299, 0.370, 0.327, 0.344, 0.302, 0.254, 0.282, -1.276, 0.571, -0.690, -0.341, -0.739, -0.671, 0.304, 0.295, 0.381, 0.214, 0.353, 0.347, 0.294, 0.221, 0.320, 0.216, 0.199, -1.382, 0.385, -0.816, -0.342, -0.791, -0.629, 0.288, 0.361, 0.353, 0.318, 0.376, 0.464, 0.298, 0.307, 0.287, 0.311, 0.218, -1.465, 0.366, -0.462, -0.331, -0.750, -0.637, 0.391, 0.368, 0.400, 0.317, 0.351, 0.049, 0.248, 0.332, 0.276, 0.274, 0.269, -0.442, -0.513, 0.190, 0.256, 0.213, 0.296, -0.493, -0.487, 0.268, 0.187, 0.232, 0.290],
  "smiles": "CC1(C)CCCC(C)(C)N1O.COC[C@H](C)N.COC[C@H](C)N.COC[C@H](C)N.COC[C@H](C)N.COC[C@H](C)N.COC[C@H](C)N.COC[C@H](C)N.COC[C@H](C)N.CO.CO",
  "gap_ev": 7.95
}

=====

The calculation returns the following max |F| values, one per record and in order: 0.1116 0.0743 hartree/bohr.